Record 1
{"formula": "C45H50F3N6O5RbS", "method": "ωB97M-V with the def2-TZVPD basis set", "charge": -2, "spin_multiplicity": 1, "e_homo_ha": -0.091, "lumo_energy_ev": 3.747, "relative_energy_kcal_mol": 97.0, "gap_ha": 0.228, "elements": ["Rb", "C", "C", "N", "C", "C", "N", "C", "C", "N", "H", "H", "H", "H", "H", "H", "H", "H", "H", "H", "H", "H", "H", "H", "H", "O", "C", "C", "C", "C", "C", "C", "C", "C", "C", "O", "C", "C", "C", "C", "C", "C", "C", "C", "C", "C", "C", "C", "N", "C", "C", "C", "C", "C", "C", "C", "C", "C", "C", "C", "C", "H", "H", "H", "H", "H", "H", "H", "H", "H", "H", "H", "H", "H", "H", "H", "H", "H", "H", "H", "H", "H", "H", "H", "H", "H", "H", "H", "C", "C", "C", "C", "N", "N", "C", "H", "H", "H", "H", "H", "H", "H", "H", "F", "C", "F", "F", "S", "O", "O", "O"], "coordinates": [[0.7678, 0.1829, -0.1779], [1.8995, -1.0067, -4.1593], [0.4018, -1.2767, -3.8973], [0.2617, -1.9911, -2.6515], [0.7404, -3.3477, -2.6139], [1.5536, -3.6227, -1.3265], [2.6484, -2.7345, -1.0241], [3.6831, -2.5742, -2.0261], [3.7838, -1.1216, -2.5422], [2.4869, -0.6442, -2.9009], [2.3943, -1.9051, -4.5572], [1.9797, -0.2153, -4.9230], [-0.0876, -0.3044, -3.7907], [-0.0417, -1.8243, -4.7617], [-0.6486, -1.8765, -2.2347], [-0.0790, -4.0920, -2.6622], [1.3775, -3.5131, -3.4871], [0.8787, -3.5458, -0.4756], [1.9400, -4.6516, -1.3741], [2.2691, -1.8230, -0.7710], [4.6497, -2.8709, -1.5839], [3.5028, -3.2420, -2.8747], [4.1468, -0.4933, -1.7283], [4.5278, -1.0905, -3.3660], [2.2913, 0.3201, -2.6592], [-0.7535, 1.8211, -0.9982], [-1.9225, 2.4537, -0.7726], [-2.1122, 2.6940, 0.7961], [-2.4031, 1.4487, 1.5610], [-3.7185, 0.9865, 1.6782], [-3.9620, -0.1500, 2.4268], [-2.9040, -0.7892, 3.0381], [-1.6132, -0.2793, 2.8599], [-0.4533, -0.9938, 3.4319], [0.0342, -2.1650, 2.4356], [0.5871, -1.7068, 1.3334], [1.0599, -3.0486, 3.1629], [1.8119, -2.6646, 4.2666], [2.7748, -3.5054, 4.7988], [3.0242, -4.7383, 4.2258], [2.3233, -5.1085, 3.0887], [1.3596, -4.2729, 2.5667], [-1.2167, -3.0339, 2.1789], [-1.8899, -2.8720, 0.9764], [-2.9736, -3.6652, 0.6531], [-3.3960, -4.6523, 1.5291], [-2.7412, -4.8144, 2.7390], [-1.6654, -4.0065, 3.0641], [-1.3875, 0.8268, 2.1531], [-2.0576, 3.7971, -1.5109], [-1.9838, 5.0425, -0.9038], [-2.1381, 6.2033, -1.6414], [-2.3879, 6.1462, -3.0001], [-2.4513, 4.9090, -3.6186], [-2.3045, 3.7510, -2.8806], [-3.1637, 1.6448, -1.1869], [-4.4097, 2.2596, -1.2701], [-5.5368, 1.5358, -1.6086], [-5.4389, 0.1782, -1.8662], [-4.2036, -0.4412, -1.7839], [-3.0757, 0.2870, -1.4488], [-2.9273, 3.4053, 0.9381], [-1.1634, 3.1126, 1.1259], [-4.5326, 1.5125, 1.2023], [-4.9697, -0.5296, 2.5419], [-3.0607, -1.6707, 3.6433], [-0.7155, -1.4523, 4.3868], [0.3907, -0.3140, 3.5335], [1.6437, -1.7051, 4.7292], [3.3291, -3.1980, 5.6773], [3.7598, -5.4031, 4.6599], [2.5249, -6.0584, 2.6120], [0.8154, -4.5585, 1.6797], [-1.5157, -2.1121, 0.3056], [-3.4887, -3.5168, -0.2871], [-4.2296, -5.2954, 1.2721], [-3.0669, -5.5810, 3.4334], [-1.1616, -4.1521, 4.0113], [-1.7543, 5.1253, 0.1479], [-2.0334, 7.1675, -1.1569], [-2.4961, 7.0579, -3.5775], [-2.6127, 4.8469, -4.6870], [-2.3153, 2.7928, -3.3736], [-4.4892, 3.3194, -1.0677], [-6.4966, 2.0334, -1.6761], [-6.3243, -0.3887, -2.1276], [-4.1275, -1.5008, -1.9903], [-2.0991, -0.1719, -1.3873], [2.6976, 4.7856, 3.0845], [3.1041, 3.4637, 2.5313], [4.3258, 2.8225, 2.5442], [4.0990, 1.5926, 1.8895], [2.8381, 1.4993, 1.5279], [2.2495, 2.6182, 1.9156], [5.0578, 0.5002, 1.5663], [3.5505, 5.2695, 3.5578], [1.9076, 4.6662, 3.8272], [2.3230, 5.4306, 2.2914], [5.2460, 3.1899, 2.9621], [1.2981, 2.7868, 1.6313], [5.7313, 0.2944, 2.3988], [5.6597, 0.7803, 0.7005], [4.4894, -0.3946, 1.3187], [2.8149, 2.3376, -4.2252], [2.1159, 3.2987, -3.5389], [1.6463, 4.1177, -4.5277], [3.0889, 4.0412, -2.9288], [0.7114, 2.5986, -2.2774], [-0.0369, 2.0241, -3.3816], [0.4648, 3.9257, -1.7533], [1.6951, 1.7725, -1.5879]], "atomic_forces_ev_per_a": [[0.1663, -2.1999, 1.4104], [-0.2823, -0.1280, 0.0706], [0.0568, -0.0866, -0.2886], [-0.6769, -0.0014, 0.1116], [0.2273, -0.2073, 0.4046], [-0.1406, -0.1892, -0.1696], [0.0579, 0.3787, 0.1403], [0.2641, 0.0538, 0.1183], [-0.1032, -0.4153, -0.0961], [0.3945, 0.6711, -0.3239], [-0.0454, 0.1168, 0.0842], [0.0678, -0.1331, 0.0753], [-0.0494, -0.1039, -0.0498], [0.0930, 0.2528, 0.1643], [-0.1091, -0.1018, -0.0845], [0.1846, 0.0741, -0.0610], [-0.0576, -0.0426, -0.0328], [-0.1157, -0.0896, 0.1223], [-0.1066, -0.0286, 0.0318], [0.1563, -0.5088, -0.1050], [0.0067, 0.0569, -0.2642], [-0.0138, -0.0581, -0.0501], [0.1298, 0.0814, 0.0308], [-0.0305, 0.0635, 0.1919], [0.2623, 0.0200, 0.0097], [-1.0383, 0.4155, 0.0169], [-0.6374, 0.5855, 0.5397], [0.1033, 0.0393, -0.7632], [-0.5423, 0.0457, 0.1813], [0.1345, -0.0332, 0.1414], [-0.0114, 0.0930, 0.0725], [0.1406, 0.2251, 0.0485], [-0.5390, -0.0459, 0.2222], [0.4331, -0.6449, -0.3550], [-0.2337, -0.0521, 1.0301], [-0.2083, -0.4984, 0.0828], [0.2444, -0.0381, 0.0062], [-0.3249, 0.0366, -0.1008], [0.1951, -0.0992, 0.1930], [0.1747, -0.0415, 0.1523], [-0.0414, -0.1629, -0.0765], [0.0498, 0.0277, 0.0798], [0.1582, -0.2603, -0.1739], [0.1834, 0.0172, 0.0234], [-0.1163, -0.0207, -0.1118], [-0.2002, -0.1125, -0.0318], [-0.1434, -0.1167, 0.1611], [-0.0283, 0.0743, 0.0309], [0.4029, 0.0634, -0.1418], [-0.2810, 0.2388, -0.0845], [-0.0912, -0.1426, 0.0253], [-0.0133, 0.2586, 0.0482], [0.0983, 0.1710, -0.0737], [-0.1309, -0.0632, -0.1236], [0.0581, 0.1499, 0.0048], [0.1160, -0.1091, -0.2249], [-0.0350, -0.0430, 0.0377], [-0.1272, 0.1140, 0.0437], [-0.1371, -0.1301, -0.0175], [-0.1128, -0.2015, -0.0420], [0.1686, 0.1645, -0.0013], [0.0217, 0.0625, 0.1210], [-0.0157, 0.1519, 0.1392], [0.0252, 0.0384, -0.0558], [-0.0571, 0.0004, -0.0162], [0.0252, -0.0528, -0.0189], [-0.0247, 0.1025, 0.1633], [0.0364, 0.0329, 0.0747], [-0.0574, 0.1435, 0.0565], [0.0446, 0.0324, 0.0310], [0.0792, -0.0253, -0.0087], [0.0319, -0.0832, -0.0430], [-0.0297, -0.0495, -0.1289], [0.0451, 0.0542, -0.0956], [-0.0399, 0.0003, -0.0684], [-0.0258, 0.0079, -0.0104], [-0.0121, -0.0279, 0.0007], [0.0889, 0.0035, 0.0382], [0.0191, -0.0238, 0.1048], [-0.0443, 0.0156, 0.0564], [0.0003, -0.0109, 0.0065], [-0.0006, -0.0234, -0.0661], [-0.0547, -0.0858, -0.0547], [-0.0284, 0.0697, -0.0364], [-0.0500, 0.0205, 0.0018], [0.0037, -0.0444, -0.0287], [0.0586, -0.0831, 0.0081], [0.0803, -0.0408, -0.0675], [-0.1223, -0.0937, -0.1093], [0.2306, 0.0184, 0.1584], [-0.2506, 0.0875, -0.0411], [0.0307, 0.0992, 0.1893], [0.1102, -0.8843, -0.4421], [0.0493, 0.6804, 0.2543], [-0.0824, 0.0306, -0.0862], [-0.0150, -0.0001, -0.0167], [-0.0205, 0.0614, 0.0439], [-0.0336, 0.1289, -0.0204], [0.0634, 0.0691, 0.0483], [-0.0974, 0.0120, 0.0263], [-0.0174, -0.0519, 0.0179], [0.0719, -0.0596, -0.0375], [0.0873, -0.1059, 0.0129], [-0.1197, -0.2421, 0.1531], [-0.0735, 0.1437, 0.0346], [-0.2495, -0.0046, 0.1103], [-0.0671, -0.0779, 0.1667], [2.5002, 1.8930, -2.5728], [-0.5198, -0.4301, 0.0128], [-0.2400, -0.0153, 0.4759], [0.6411, 1.1772, -0.7415]]}



Record 2
{"formula": "C45H51Cl3NO8PS2V", "method": "ωB97M-V with the def2-TZVPD basis set", "charge": 1, "spin_multiplicity": 3, "e_homo_ha": [-0.407, -0.407], "lumo_energy_ev": [-3.269, -3.166], "s_squared": 2.0127, "relative_energy_kcal_mol": 51.5, "gap_ha": [0.287, 0.290], "elements": ["V", "O", "S", "C", "C", "C", "C", "S", "O", "C", "C", "C", "C", "C", "C", "C", "C", "C", "C", "C", "C", "H", "H", "H", "H", "H", "H", "H", "H", "H", "H", "H", "H", "H", "H", "H", "H", "H", "H", "O", "C", "C", "C", "C", "C", "C", "C", "O", "N", "O", "O", "H", "H", "H", "H", "Cl", "C", "C", "C", "C", "C", "C", "C", "O", "O", "H", "H", "H", "H", "C", "C", "C", "C", "P", "C", "C", "C", "C", "C", "C", "C", "C", "C", "C", "H", "H", "H", "H", "H", "H", "H", "H", "H", "H", "H", "H", "H", "H", "H", "H", "H", "H", "H", "H", "H", "H", "H", "Cl", "C", "Cl", "H", "H"], "coordinates": [[-0.4795, -0.1548, -0.7593], [-0.8065, 0.1130, 1.3024], [-1.8187, -0.3206, 2.3877], [-1.0933, 0.3648, 3.9715], [0.1448, -0.2358, 4.4908], [0.9138, 0.5266, 5.6691], [1.3809, 1.9374, 5.3159], [2.8194, 1.9838, 4.1096], [2.1855, 1.7111, 2.8076], [3.3577, 3.6632, 4.2093], [2.9775, 4.5580, 3.2626], [3.4676, 5.8731, 3.3421], [4.0207, 6.3284, 4.5241], [4.4540, 5.4095, 5.4743], [4.1706, 4.0567, 5.2901], [-1.6425, -2.0296, 2.5865], [-2.7745, -2.6934, 3.0559], [-2.6589, -4.0458, 3.2824], [-1.4209, -4.6345, 3.0853], [-0.3245, -3.9585, 2.5970], [-0.4572, -2.6309, 2.2781], [-1.9966, 0.2879, 4.6691], [-0.9035, 1.4219, 3.7700], [0.8610, -0.4459, 3.7178], [-0.0508, -1.2079, 4.8398], [1.7441, -0.0676, 5.9963], [0.2151, 0.6601, 6.5402], [1.7824, 2.3991, 6.1717], [0.6226, 2.6225, 4.8618], [2.3745, 4.2567, 2.3819], [3.2210, 6.6527, 2.6163], [4.1825, 7.3828, 4.7647], [4.9550, 5.7715, 6.3464], [4.5469, 3.3582, 6.0475], [-3.6958, -2.1148, 3.2713], [-3.5014, -4.6526, 3.7405], [-1.3233, -5.7302, 3.2786], [0.5868, -4.4855, 2.4509], [0.3699, -2.0664, 1.8378], [-2.2584, 0.8095, -1.0119], [-2.6208, 1.8680, -0.4717], [-1.6873, 2.6663, 0.2606], [-2.3001, 3.5477, 1.1483], [-1.4049, 4.2877, 1.9090], [0.0106, 4.2479, 1.7464], [0.5096, 3.4037, 0.7992], [-0.3194, 2.5165, 0.1555], [0.2416, 1.6250, -0.5848], [-1.8574, 5.2290, 2.8901], [-1.0632, 5.6081, 3.7399], [-3.0031, 5.6747, 2.7502], [-3.7178, 2.0569, -0.4843], [-3.4068, 3.7005, 1.1870], [0.6366, 4.8322, 2.4563], [1.4846, 3.2100, 0.7312], [-2.4777, -8.3588, -1.2472], [-2.4360, -6.7028, -0.8558], [-1.2178, -6.0465, -0.9924], [-1.1717, -4.6715, -0.8383], [-2.3071, -3.9304, -0.5247], [-3.4737, -4.6072, -0.2569], [-3.5237, -5.9941, -0.4251], [-2.2978, -2.4819, -0.3798], [-3.2584, -1.9321, 0.0987], [-1.1062, -1.9251, -0.6605], [-0.3450, -6.5209, -1.2609], [-0.2769, -4.0991, -0.9573], [-4.3122, -4.0316, 0.0785], [-4.4117, -6.5998, -0.2915], [-2.5633, 0.5601, -4.6889], [-1.0544, 0.8691, -4.6735], [-0.5680, 0.7770, -6.0793], [-0.7966, 2.2976, -4.2263], [-0.1600, -0.3634, -3.4457], [1.6336, 0.0670, -3.5900], [2.6304, -0.5896, -4.3987], [3.9818, -0.2523, -4.3076], [4.4317, 0.8075, -3.4846], [3.4086, 1.5278, -2.7917], [2.0698, 1.1933, -2.9000], [-0.4801, -2.0591, -4.0206], [0.4503, -3.0684, -3.3302], [-1.9630, -2.3366, -3.6587], [-0.5024, -2.4300, -5.5038], [-2.9190, 0.4518, -3.6509], [-2.8453, -0.3099, -5.2739], [-3.1326, 1.4000, -5.1651], [-0.9823, 1.6682, -6.5392], [-1.0407, 0.0397, -6.6782], [0.5080, 0.7442, -6.1902], [-1.5066, 2.9128, -4.7773], [0.2361, 2.6179, -4.5807], [-0.8693, 2.5112, -3.1270], [2.2819, -1.3846, -5.0700], [4.6897, -0.7867, -4.8924], [5.4716, 1.0041, -3.4479], [3.6531, 2.3842, -2.1796], [1.4351, 1.8504, -2.3657], [0.7764, -2.8742, -2.3084], [0.0499, -4.0958, -3.4491], [1.4736, -3.0925, -3.7770], [-2.3329, -1.7760, -2.8061], [-2.6103, -2.1339, -4.4825], [-2.0202, -3.3984, -3.4704], [0.3086, -1.8931, -6.0965], [-1.4724, -2.2138, -5.9152], [-0.3879, -3.4177, -5.5787], [1.8729, -1.1535, -0.5232], [2.8039, -0.7452, 0.9854], [3.1317, -2.2523, 1.8585], [2.1300, -0.0971, 1.5640], [3.7443, -0.2060, 0.7434]], "atomic_forces_ev_per_a": [[-1.0544, 0.7336, 0.2345], [0.1296, -0.4882, 0.3439], [0.5001, 1.6695, -0.2624], [-1.9206, 0.5664, -0.0176], [1.8547, -0.0025, 1.2845], [-2.1690, 0.6335, -0.9704], [0.2700, 0.4430, -1.6913], [-0.0200, -1.3526, 1.8386], [-0.4287, 0.1602, -1.4330], [0.0970, -0.2286, 1.3442], [0.2759, 1.1499, -1.9820], [-1.3173, 0.8357, 0.3322], [0.7978, -0.0228, 0.3346], [-0.7332, -0.6695, -0.5461], [0.0546, 0.1727, 0.4733], [-0.8370, 0.2594, 0.2449], [-0.3488, 0.6585, 0.3002], [-1.0299, -0.8008, 1.1406], [-0.1221, -2.1401, 0.2005], [-0.4579, -0.2181, -0.1307], [1.1277, 0.2247, -0.0081], [1.2470, 0.1079, -0.7206], [-0.4662, 0.0538, -0.3702], [0.3961, 0.4179, -0.7218], [-0.4633, -1.3767, 0.8027], [0.4111, -0.4101, 0.1243], [0.5785, -0.2984, -0.7060], [0.3726, 0.7498, 1.2777], [0.3994, -0.6221, 0.3781], [0.8297, 0.0306, 0.8746], [-0.0768, -0.5960, -0.0981], [0.0016, -0.2812, -0.5956], [0.2870, -0.0886, 0.4192], [-0.3147, 0.0092, -0.4795], [0.6228, -0.5636, -0.2789], [1.0973, 0.8959, -0.8670], [-0.0582, 1.0545, -0.0745], [0.6444, -0.2553, -0.1925], [-0.4000, -0.1692, 0.2403], [-0.4094, -0.2366, -0.5476], [0.4476, -1.5992, 0.0738], [-3.0241, 0.1477, -0.0250], [0.6161, 1.4856, 0.5303], [0.6067, -0.1167, -0.1646], [-1.0639, 0.0213, 0.5580], [-2.5035, 1.0193, 1.6055], [0.4503, 0.2489, -0.7728], [0.4263, -1.2106, -0.6956], [-1.3588, 1.6427, 0.2540], [-0.5368, -0.3011, -0.1641], [1.0927, -0.6680, 0.4462], [0.6887, 0.3954, -0.0426], [1.2275, -0.2086, 0.1471], [-0.7999, -0.4140, -0.9243], [3.8635, -0.4333, -0.4421], [-0.3255, -0.6843, 0.0476], [1.3968, 0.8012, -0.0286], [-1.2594, 1.7398, 0.3002], [-0.3281, 0.1092, 0.0448], [0.2583, -1.3138, -0.1896], [-0.1718, -0.9590, -0.0839], [-1.1018, -0.1291, 0.0344], [1.2112, 0.1233, 0.7408], [-0.1583, 1.2887, -0.2016], [-0.8468, -0.0907, -0.1881], [1.6652, -1.3266, -0.5407], [0.5489, -0.1537, -0.1065], [-0.4795, -0.0160, 0.0294], [-0.3133, 0.4591, 0.1776], [-0.5340, 0.9064, 0.5922], [-0.2982, -1.2193, 1.0757], [0.0827, 0.6375, -0.6685], [1.3681, 0.7426, 0.5159], [0.5381, 1.4001, -0.3618], [0.9365, -0.2131, -1.5692], [-1.3014, 0.0844, 0.8913], [-0.5413, 0.9971, 0.6802], [-3.1037, -0.6696, -0.0048], [1.7411, -0.5111, -0.9829], [0.7950, -0.3279, 0.0290], [-0.8486, -0.9061, -0.0712], [1.6549, -0.3412, -0.2962], [0.3402, -0.1917, 1.0335], [1.4646, 4.8730, -0.7696], [-0.2065, 0.0029, -0.4214], [0.2598, -0.1749, 0.1217], [0.5951, -0.4279, 0.4497], [0.4376, 0.5689, -0.3234], [-0.1365, -1.2659, -0.1907], [0.2423, 0.1259, -0.0860], [-0.0491, 0.2399, 0.1778], [-1.1587, -0.3411, 0.6164], [-0.0839, -0.3061, -0.9133], [0.4431, 0.2332, 0.3285], [0.4581, -0.4086, -0.4373], [0.7135, 0.4476, 0.2755], [0.1765, 0.0765, -0.0114], [-0.8628, 0.1085, 0.3869], [-0.9138, 0.0484, 0.3037], [0.1050, 0.6140, 0.3221], [-0.8108, 0.0949, -0.4109], [-0.0635, -0.1446, 0.2119], [-0.3868, 0.2079, -0.3200], [-0.3187, -0.3461, 0.3146], [-1.0074, -0.8729, 0.5372], [-0.0346, 0.4241, -0.5572], [0.6934, -4.0125, -0.3704], [0.5817, -0.0165, 0.0239], [-0.3389, 0.4309, 0.2576], [0.1128, 0.4500, -0.0935], [0.4152, -0.2554, -0.0869], [-0.7520, -0.6259, -0.1137]]}